Molecular formula: C13H23Br10Cl9
Method: DFT, wB97M-V/def2-TZVPD

Each line ends with the Löwdin charge.
CARTESIAN COORDINATES (ANGSTROEM)
1 Br 12.71971 13.62678 -4.27544  0.6543
2 Br 18.25625 18.81087 -9.58606  0.6463
3 Br 8.80820 12.42240 -8.24327  0.6255
4 Br 11.66457 15.72753 -0.11079  0.6667
5 Br 15.30277 13.86772 -1.63985  0.6606
6 Br 16.43893 14.79193 -6.78429  0.6587
7 Br 19.31550 14.33310 -9.79759  0.6120
8 Br 13.71554 11.21102 1.75290  0.6574
9 Br 10.75411 11.29857 -0.99285  0.6427
10 Br 12.23669 12.93789 -8.68726  0.6697
11 Cl 18.38059 9.35179 -7.97883  0.5606
12 Cl 12.14795 17.59432 -5.07002  0.5344
13 Cl 13.40396 8.26061 -6.92989  0.5149
14 Cl 11.67794 18.42406 -2.32991  0.5041
15 Cl 11.59900 10.44936 -6.28249  0.5622
16 Cl 17.14658 11.81469 -8.90821  0.4831
17 Cl 15.53661 9.42708 -8.48102  0.5317
18 Cl 14.23329 17.26333 -3.09543  0.5232
19 Cl 14.43907 10.71873 -5.75346  0.5946
20 C 19.19940 16.23077 -10.23007  -0.6990
21 C 13.91831 14.19372 -5.69380  -0.7095
22 C 14.53630 11.75333 0.08472  -0.7018
23 C 11.25786 14.04658 -1.01339  -0.7308
24 C 12.48890 17.24620 -3.36275  -1.5633
25 C 13.21313 10.01565 -6.82319  -1.5663
26 C 18.40222 16.93975 -9.15329  -0.7587
27 C 10.00560 11.23159 -9.19525  -0.7262
28 C 11.05972 11.97148 -9.92497  -0.6455
29 C 16.95014 10.35538 -7.92865  -1.5249
30 C 15.36157 14.05003 -5.32522  -0.6950
31 C 10.79937 13.00525 -0.05668  -0.6868
32 C 14.75336 13.24873 0.11520  -0.6966
33 H 13.69847 15.25175 -5.81079  0.0156
34 H 16.73001 10.67320 -6.91888  -0.0415
35 H 12.16022 13.75450 -1.54337  -0.0340
36 H 12.10736 16.26519 -3.11619  -0.0576
37 H 15.69647 14.57583 -4.43961  0.0021
38 H 15.57661 13.50388 0.77477  0.0560
39 H 18.77397 16.32502 -11.22432  0.0534
40 H 13.87966 13.80737 0.44008  0.0065
41 H 13.95486 11.41064 -0.76604  0.0335
42 H 10.49708 14.31045 -1.74240  0.0586
43 H 13.37200 10.41909 -7.81470  -0.0705
44 H 18.86076 16.78455 -8.18112  0.0505
45 H 10.69079 12.76330 -10.56622  0.0508
46 H 13.68207 13.63705 -6.59185  -0.0402
47 H 11.70628 11.30939 -10.49505  0.0668
48 H 11.48319 12.85994 0.77490  0.0049
49 H 20.22380 16.58817 -10.29773  0.0513
50 H 15.69760 13.01971 -5.26671  0.0042
51 H 17.39964 16.52119 -9.11096  0.0186
52 H 9.33879 10.71667 -9.88278  0.0597
53 H 9.80327 13.18173 0.33499  0.0625
54 H 15.49724 11.24600 0.05466  0.0542
55 H 10.44209 10.50232 -8.51864  -0.0040

## Properties
highest occupied orbital energy: -10.141 eV
DFT total energy: -826981.2996 eV
SMILES string: ClC(Cl)Cl.ClC(Cl)Cl.ClC(Cl)Cl.BrCCBr.BrCCBr.BrCCBr.BrCCBr.BrCCBr
ΔE to the lowest compared entry with this formula, charge and spin: 6.6 kcal per mole
gap between HOMO and LUMO: 10.41 eV



Molecular formula: C13H23ClGaI2NP2
Method: DFT, wB97M-V/def2-TZVPD

Each line ends with the Löwdin charge.
CARTESIAN COORDINATES (ANGSTROEM)
1 I 2.33128 -2.92128 -0.96644  0.7399
2 I 1.87387 -1.36264 1.79320  0.7123
3 Ga 0.46872 -0.48438 -0.33716  -0.5540
4 Cl 0.37375 -0.36192 -2.51306  0.2162
5 P -1.55690 -1.77616 -0.07329  0.7389
6 P 1.86767 1.47193 -0.06860  0.6805
7 N -1.18176 1.27885 0.62961  0.1238
8 C -1.92301 2.01334 1.15861  -0.0854
9 C -5.00832 3.51519 2.67184  -0.0481
10 C -2.77473 -1.35540 -1.38088  -0.2223
11 C -2.31958 4.15139 2.36036  -0.0254
12 C -2.60239 -1.90400 1.42442  -0.2060
13 C 3.46871 0.66150 -0.45637  -0.3046
14 C 2.04044 2.48471 1.44706  -0.2108
15 C -4.14359 2.60570 2.06739  -0.0287
16 C 1.50489 2.70853 -1.36292  -0.2283
17 C -3.18795 5.05995 2.96247  -0.0478
18 C -0.86522 -3.43378 -0.46527  -0.3348
19 C -4.55717 4.77015 3.12370  -0.0221
20 C -2.78614 2.91543 1.86856  -0.2194
21 H -1.99247 -2.18655 2.28737  0.0563
22 H 3.36453 0.08594 -1.37953  0.0220
23 H -0.29918 -3.35347 -1.40511  -0.0317
24 H -1.63937 -4.19628 -0.54451  0.0706
25 H -6.07010 3.27901 2.81911  0.1235
26 H -1.27121 4.42982 2.25810  0.1131
27 H 1.30066 2.19724 -2.31018  0.0195
28 H 0.59733 3.24281 -1.05340  0.0581
29 H -3.52873 -2.14892 -1.49585  0.0772
30 H -0.16568 -3.71980 0.32290  -0.0019
31 H 4.27051 1.40001 -0.50252  0.0707
32 H -2.25255 -1.17543 -2.32700  0.0208
33 H -4.54144 1.64979 1.72703  0.1154
34 H -3.41423 -2.63817 1.31761  0.0789
35 H -5.24745 5.48523 3.60473  0.1307
36 H -2.83698 6.03051 3.33661  0.1236
37 H 2.81704 3.25702 1.34685  0.0797
38 H 2.28515 1.85110 2.30311  0.0363
39 H -3.05179 -0.92987 1.63276  0.0388
40 H 2.33629 3.42058 -1.47081  0.0749
41 H -3.26935 -0.42368 -1.07696  0.0567
42 H 3.70831 -0.04860 0.34131  -0.0455
43 H 1.08955 2.98332 1.65398  0.0382

## Properties
highest occupied orbital energy (alpha / beta): -14.847 / -14.847 eV
DFT total energy: -115008.2509 eV
net charge: +2
ΔE to the lowest compared entry with this formula, charge and spin: 23.5 kcal per mole
gap between HOMO and LUMO (alpha / beta): 4.32 / 4.50 eV



Molecular formula: C13H23ClGaO5
Method: DFT, wB97M-V/def2-TZVPD

Each line ends with the Löwdin charge.
CARTESIAN COORDINATES (ANGSTROEM)
1 Ga 0.56415 2.62676 1.43633  0.4490
2 Cl 1.25106 -1.81599 1.58500  0.5250
3 O 1.85970 -2.56890 -2.84984  0.0736
4 O -2.49773 2.60911 2.05490  -0.0773
5 O 2.55598 0.16317 2.70346  0.0185
6 O -4.65840 1.96591 1.89796  0.0494
7 O -2.45479 0.12720 -1.33738  0.0748
8 C 3.55957 -4.17501 -3.26658  -0.0324
9 C -2.53624 -1.03850 -1.03274  -0.4915
10 C 1.85858 -0.04986 1.77212  -0.8251
11 C 2.29103 -4.04330 -1.03164  -0.0397
12 C -1.80530 -1.60782 0.15749  -0.0442
13 C -3.38418 -2.00080 -1.83590  -0.0286
14 C -3.51074 1.77205 2.21910  -0.3793
15 C -0.96298 3.06790 0.15086  -0.2222
16 C -2.36481 3.20478 0.73567  -0.2510
17 C 2.38906 4.80652 2.42860  -0.1696
18 C 1.82443 4.25355 1.31183  -0.2688
19 C 2.50120 -3.49784 -2.42280  -0.5056
20 C 1.40813 0.85424 0.72697  -0.2443
21 H 3.21198 -3.96086 -0.45294  0.0863
22 H -2.76033 -2.80063 -2.23848  0.0798
23 H -2.67096 4.25034 0.75737  0.1094
24 H -3.85368 -1.46784 -2.65987  0.0763
25 H 3.20012 4.30252 2.95168  0.0250
26 H -3.07360 2.71575 0.06687  0.1013
27 H 0.17907 2.46894 2.96932  -0.0307
28 H -4.16098 -2.43250 -1.20240  0.0797
29 H -2.52344 -2.01807 0.87107  0.0887
30 H 3.61050 -3.69078 -4.23927  0.0765
31 H 0.65206 0.35207 0.12410  0.0204
32 H 2.23870 1.09200 0.06390  0.0719
33 H -0.74133 4.00462 -0.36319  0.0410
34 H -1.23664 -0.82218 0.64457  0.0427
35 H 1.51331 -3.47406 -0.53017  0.0169
36 H -3.23306 0.82732 2.70765  0.1395
37 H -0.99335 2.28170 -0.60480  0.0293
38 H 1.98400 4.75155 0.34884  0.0094
39 H 3.30993 -5.22830 -3.40564  0.0786
40 H -1.11785 -2.39073 -0.16276  0.0635
41 H 1.98607 -5.09061 -1.09122  0.0829
42 H 2.05911 5.77380 2.82122  0.0194
43 H 4.53267 -4.09718 -2.77923  0.0812

## Properties
highest occupied orbital energy: -3.432 eV
DFT total energy: -88987.7410 eV
net charge: -1
gap between HOMO and LUMO: 5.97 eV



Molecular formula: C13H23ClIOP2Pr
Method: DFT, wB97M-V/def2-TZVPD

Each line ends with the Löwdin charge.
CARTESIAN COORDINATES (ANGSTROEM)
1 Pr 1.03153 -1.18278 1.23632  0.7194
2 I -3.15232 0.51342 -0.39799  0.8915
3 Cl 3.39257 -0.75393 2.11258  0.1256
4 P 1.07675 -1.05352 -1.55125  0.6860
5 P -0.34606 0.94133 2.73860  0.8576
6 O -2.38938 1.44733 -3.14489  0.0550
7 C -1.76463 1.71504 3.59608  -0.3806
8 C 2.43767 -0.21987 -2.42749  -0.2313
9 C -2.13063 1.59132 -1.97882  -0.8369
10 C -3.86147 2.97478 3.45834  -0.0427
11 C -1.83989 1.79181 5.00091  -0.0909
12 C 1.78175 -2.78369 -1.56104  -0.2391
13 C -0.08823 -1.17163 -2.93838  -0.2305
14 C -0.22514 -0.67072 3.65522  -0.3245
15 C -2.75761 2.36175 2.84187  -0.1324
16 C -2.93242 2.41920 5.61989  -0.0456
17 C 1.00911 1.86414 3.58480  -0.2268
18 C -1.18917 2.50900 -1.31536  -0.1356
19 C -3.96285 3.01111 4.87112  -0.0261
20 H 2.80459 -0.89496 -3.21056  0.0707
21 H 0.44819 -1.64611 -3.78022  0.0842
22 H 2.50581 -2.94514 -0.74534  0.0487
23 H 2.29549 -2.87391 -2.52345  0.0716
24 H -0.95294 -1.77769 -2.64707  0.0625
25 H 0.97897 -3.52785 -1.50902  0.0685
26 H 1.98054 1.41317 3.34235  0.0132
27 H 0.82535 -1.08060 3.74241  0.0373
28 H -1.03947 1.39051 5.60893  0.0968
29 H -0.60358 -0.47371 4.66937  0.0784
30 H -0.99842 3.37704 -1.97055  0.1119
31 H -0.89364 -1.41911 3.16500  0.0608
32 H -0.45072 -0.17493 -3.22692  0.0424
33 H -4.82274 3.48144 5.36670  0.1260
34 H -2.96058 2.42572 6.71226  0.1220
35 H -2.67846 2.37329 1.75070  0.0071
36 H -0.20072 2.07435 -1.07585  0.0793
37 H 0.83162 1.84263 4.66640  0.0585
38 H 0.97026 2.89864 3.21917  0.0718
39 H -4.62580 3.40824 2.79870  0.1214
40 H 2.04965 0.69708 -2.88215  0.0658
41 H 3.25082 0.03324 -1.73857  0.0594
42 H -1.57818 2.88077 -0.36234  0.0495

## Properties
highest occupied orbital energy (alpha / beta): -14.809 / -14.809 eV
DFT total energy: -69156.3308 eV
spin multiplicity: 3
expectation value of S²: 2.005
net charge: +2
ΔE to the lowest compared entry with this formula, charge and spin: 8.3 kcal per mole
gap between HOMO and LUMO (alpha / beta): 5.88 / 6.94 eV



Molecular formula: C13H23ClNNiO4P
Method: DFT, wB97M-V/def2-TZVPD

Each line ends with the Löwdin charge.
CARTESIAN COORDINATES (ANGSTROEM)
1 Ni -0.76527 1.37501 0.02145  0.5801
2 Cl 0.04327 -1.49547 3.98766  0.8694
3 P 0.50232 2.52630 -1.13648  0.7961
4 O -1.17665 -0.61801 3.77014  -0.5283
5 O -0.22215 1.03500 1.91020  -0.1127
6 O 0.84492 -0.91969 5.06923  -0.4763
7 O 0.85288 -1.42378 2.70836  -0.5405
8 N 1.12973 -2.96751 -1.57866  -0.2767
9 C -1.68201 -0.78051 -2.14678  -0.2195
10 C -1.21876 0.49744 -1.75435  -0.1181
11 C -2.41228 1.47113 -3.66421  -0.0553
12 C 0.94421 4.07792 -0.34994  -0.2450
13 C -1.31980 -2.12772 -1.55201  -0.1530
14 C 1.33955 -2.44712 -2.90613  -0.1023
15 C 2.32091 -3.03462 -0.75271  -0.0960
16 C -0.79738 2.89210 -2.37132  -0.2893
17 C 0.00122 -2.39841 -0.81775  -0.2028
18 C -1.51091 1.58327 -2.59917  -0.3396
19 C 1.91465 2.02303 -2.14793  -0.2131
20 C -2.64583 -0.86362 -3.17923  -0.0488
21 C -3.00281 0.24192 -3.93516  -0.0740
22 H -0.20612 -3.18902 -0.06815  0.1266
23 H 1.99402 -1.55752 -2.90660  0.0692
24 H 1.53281 4.71704 -1.01519  0.0530
25 H -3.72355 0.15112 -4.74344  0.1068
26 H 0.31551 -1.52032 -0.23125  0.0963
27 H 2.73085 1.71931 -1.48104  0.0566
28 H -2.09621 -2.38856 -0.81189  0.1272
29 H 0.43311 0.32181 2.07332  0.0335
30 H 1.84564 -3.20861 -3.51109  0.0857
31 H -1.42802 3.68173 -1.93541  0.0964
32 H 2.24845 2.85950 -2.77624  0.0591
33 H 1.52708 3.82680 0.54428  0.0545
34 H -2.62842 2.34705 -4.27852  0.1137
35 H 3.01365 -2.20448 -0.96904  0.0774
36 H -3.09846 -1.83267 -3.39895  0.1167
37 H 2.86632 -3.97393 -0.92618  0.0847
38 H -0.27981 3.28272 -3.25694  0.1011
39 H 0.38578 -2.17228 -3.36318  0.0733
40 H 1.64423 1.17956 -2.79491  0.0493
41 H -1.41975 -2.89599 -2.33357  0.1153
42 H -0.84688 0.57260 2.50636  0.0201
43 H 2.02423 -2.94941 0.29922  0.0777
44 H 0.02573 4.58696 -0.04258  0.0516

## Properties
highest occupied orbital energy (alpha / beta): -8.120 / -8.131 eV
DFT total energy: -86380.4080 eV
spin multiplicity: 3
expectation value of S²: 2.009
ΔE to the lowest compared entry with this formula, charge and spin: 10.9 kcal per mole
gap between HOMO and LUMO (alpha / beta): 7.51 / 6.88 eV